Here is 3 unconnected molecules or ions with the total composition C23H47F7N3O5 from the OMol25 dataset. Energies are from ωB97M-V with the def2-TZVPD basis set.

Positions of all 85 atoms, in Å:
C  3.82491  -2.77413  2.17516
C  2.45564  -3.42765  1.92102
C  1.33781  -2.46262  1.47352
C  0.33843  -1.93213  2.51268
C  0.00214  -2.82504  3.69801
O  1.05719  -2.89441  4.63136
C  1.37730  -1.65603  5.24011
C  2.47038  -1.94158  6.25763
C  1.82899  -0.67554  4.14274
C  2.11300  0.77053  4.65160
F  1.93009  0.87247  5.96147
F  1.22951  1.63007  4.06706
C  3.49963  1.33587  4.26935
F  3.57308  1.23065  2.91747
F  3.53881  2.60872  4.61957
C  4.75592  0.63532  4.84879
F  5.84187  1.30862  4.52631
F  4.84088  -0.60739  4.34581
F  4.66026  0.53844  6.17087
N  0.76534  -0.59396  3.08099
H  4.03776  -2.65214  3.24254
H  3.90811  -1.79085  1.69657
H  4.63371  -3.39043  1.77606
H  2.14565  -3.95630  2.82534
H  2.55483  -4.19463  1.14931
H  0.72383  -2.95149  0.70984
H  1.78893  -1.59944  0.96008
H  -0.60045  -1.66675  2.02214
H  -0.17120  -3.84091  3.33350
H  -0.92210  -2.48047  4.18913
H  0.48427  -1.23872  5.73688
H  3.44634  -2.06529  5.78103
H  2.53342  -1.16210  7.01681
H  2.21845  -2.88575  6.74581
H  2.71444  -1.07245  3.64164
H  1.08956  0.00081  2.31443
H  -0.07061  -0.12554  3.44838
C  -4.24082  4.63175  0.58999
O  -4.51335  3.37635  0.00064
C  -3.99995  3.22512  -1.31794
C  -3.09754  2.01674  -1.37940
N  -1.90283  2.22192  -0.56951
C  -1.04333  1.05899  -0.46961
C  -1.60154  -0.19085  0.20297
O  -1.88983  -0.01810  1.59203
C  -3.21311  0.44144  1.87183
H  -4.71327  4.63498  1.57041
H  -3.16499  4.80697  0.70753
H  -4.65819  5.45167  -0.00220
H  -3.45080  4.12462  -1.61236
H  -4.83513  3.08865  -2.01007
H  -2.78802  1.83468  -2.41092
H  -3.68864  1.14756  -1.05501
H  -2.17353  2.54394  0.35217
H  -0.13168  1.35498  0.06267
H  -0.74047  0.77061  -1.48295
H  -0.83622  -0.97018  0.12229
H  -2.49382  -0.56905  -0.30384
H  -3.92773  0.01077  1.16875
H  -3.28958  1.52805  1.82493
H  -3.46668  0.11450  2.87936
C  -0.79244  2.53796  -4.14342
O  -1.54968  1.36182  -4.35780
C  -2.24925  1.34091  -5.60237
C  -1.71800  0.23093  -6.48064
N  -0.33381  0.48336  -6.84067
C  0.31404  -0.58023  -7.59648
C  0.46599  -1.93242  -6.91152
O  1.30049  -1.89478  -5.76475
C  0.64380  -1.67664  -4.53743
H  -0.36627  2.47118  -3.14257
H  0.01663  2.64585  -4.87237
H  -1.42093  3.43331  -4.19196
H  -2.14169  2.30709  -6.10286
H  -3.31030  1.17082  -5.40028
H  -2.32073  0.18365  -7.39255
H  -1.86491  -0.71843  -5.94403
H  0.19792  0.66353  -5.99754
H  1.30917  -0.23015  -7.87860
H  -0.24441  -0.73335  -8.52588
H  0.94036  -2.61777  -7.61722
H  -0.50598  -2.36256  -6.64033
H  -0.34909  -2.13936  -4.52867
H  0.52443  -0.61375  -4.30199
H  1.25172  -2.13568  -3.75615

Output
HOMO level	-0.3781	Eh
LUMO energy	-2.42	eV
charge	+1
Kohn-Sham gap	7.87	eV